Molecular formula: C26H40N6OSTi
Method: DFT, ωB97M-V/def2-TZVPD

```
75
C26H40N6OSTi (ωB97M-V/def2-TZVPD)
Ti -0.374 -0.036 0.193
N -2.734 1.605 3.687
C -2.210 1.981 2.316
C -1.194 3.108 2.410
C -0.627 3.393 1.018
N 0.204 2.253 0.541
C -1.755 3.683 0.021
C -2.831 2.591 -0.025
N -2.292 1.358 -0.646
C -3.360 2.289 1.377
H -1.956 1.351 4.302
H -3.327 0.775 3.613
H -3.265 2.360 4.126
H -1.695 1.084 1.989
H -0.379 2.833 3.088
H -1.653 4.025 2.790
H 0.008 4.275 1.090
H 1.045 2.213 1.119
H 0.558 2.529 -0.375
H -1.336 3.831 -0.979
H -2.227 4.628 0.294
H -3.672 2.953 -0.616
H -2.212 1.523 -1.647
H -2.970 0.607 -0.531
H -4.050 1.439 1.329
H -3.924 3.160 1.727
C 3.526 0.532 1.472
C 3.391 1.435 0.270
C 4.134 2.607 0.163
C 4.014 3.432 -0.945
C 3.142 3.098 -1.971
C 2.381 1.937 -1.905
C 1.435 1.560 -3.021
C 2.527 1.123 -0.778
N 1.678 -0.040 -0.670
C 2.162 -1.181 -1.065
C 3.540 -1.399 -1.590
C 1.222 -2.330 -0.989
C 1.620 -3.684 -1.464
N 0.052 -2.036 -0.517
C -0.928 -3.101 -0.433
C -0.841 -4.078 0.554
C 0.268 -4.137 1.579
C -1.840 -5.051 0.579
C -2.864 -5.054 -0.346
C -2.917 -4.073 -1.329
C -1.955 -3.082 -1.382
C -1.989 -2.021 -2.451
H 3.999 1.061 2.298
H 4.159 -0.331 1.243
H 2.564 0.146 1.812
H 4.818 2.872 0.960
H 4.605 4.336 -1.012
H 3.055 3.741 -2.840
H 1.311 2.383 -3.721
H 0.445 1.285 -2.645
H 1.802 0.700 -3.586
H 4.134 -0.490 -1.570
H 3.494 -1.772 -2.615
H 4.038 -2.171 -0.997
H 2.418 -3.644 -2.199
H 0.760 -4.205 -1.883
H 1.976 -4.278 -0.618
H 0.879 -3.237 1.598
H 0.914 -4.998 1.397
H -0.151 -4.263 2.578
H -1.800 -5.819 1.342
H -3.622 -5.826 -0.311
H -3.712 -4.084 -2.065
H -2.857 -2.145 -3.096
H -1.099 -2.042 -3.082
H -2.055 -1.021 -2.010
O -2.109 -0.842 0.811
S -1.444 -1.185 2.242
N -0.048 -0.439 1.997
```

Calculated values
E_LUMO (alpha / beta) (eV): -6.34 / -6.36
Highest occupied orbital energy (alpha / beta) (Ha): -0.47239 / -0.45946
Frontier orbital gap (alpha / beta) (eV): 6.52 / 6.15
DFT total energy (Ha): -2665.76582
Charge: +2